{"formula": "C2H4N6", "method": "ωB97M-V/def2-TZVPD", "e_above_lowest_kcal_mol": 8.90, "smiles": "[H]/N=c1\\nn[nH]/c(=N/[H])[nH]1", "energy_ha": -407.102724, "total_charge": 0, "gap_ev": 9.984, "lumo_ev": 0.03, "symbols": ["N", "N", "N", "N", "N", "N", "C", "C", "H", "H", "H", "H"], "positions_angstrom": [[0.167108, 0.643938, -0.774515], [-0.427934, -1.000174, 1.295720], [-0.380979, 2.351298, 0.694815], [0.780336, -1.251442, -2.057662], [0.250338, -1.447168, 0.183186], [-0.634251, 0.201797, 1.467874], [0.421123, -0.667633, -1.017047], [-0.236018, 1.131399, 0.502648], [0.157347, 1.346905, -1.490410], [0.904536, -0.647204, -2.847485], [0.404766, -2.417243, 0.138401], [-0.859608, 2.447201, 1.619948]], "atomic_forces_ev_per_a": [[-0.44, 0.93, 1.64], [0.89, -1.62, -0.63], [-0.63, 1.34, 0.99], [0.19, -0.90, -0.52], [-0.62, 2.83, -0.15], [-0.24, -0.19, 0.28], [-0.08, -0.80, 1.76], [0.02, -0.92, -1.73], [0.17, -0.07, -0.33], [0.07, 0.37, -0.37], [-0.05, -1.11, -0.08], [0.73, 0.14, -0.86]]}